(1)
{
  "formula": "C15H16N4O2S2",
  "method": "ωB97M-V with the def2-TZVPD basis set",
  "species": ["O", "C", "N", "C", "C", "C", "C", "C", "C", "H", "H", "H", "H", "H", "H", "C", "H", "H", "S", "C", "N", "N", "C", "N", "C", "O", "C", "H", "C", "H", "H", "C", "H", "H", "C", "H", "H", "H", "S"],
  "positions_angstrom": [[-2.62, 0.90, -2.27], [-2.65, 1.55, -1.26], [-2.91, 1.09, -0.02], [-3.11, -0.22, 0.42], [-3.04, -1.32, -0.44], [-3.24, -2.59, 0.06], [-3.50, -2.79, 1.40], [-3.56, -1.70, 2.26], [-3.36, -0.43, 1.77], [-3.41, 0.42, 2.44], [-3.76, -1.85, 3.31], [-3.66, -3.79, 1.78], [-3.19, -3.43, -0.61], [-2.84, -1.16, -1.49], [-2.94, 1.78, 0.73], [-2.44, 3.07, -1.33], [-1.80, 3.29, -2.19], [-3.40, 3.56, -1.46], [-1.70, 3.82, 0.15], [-0.23, 2.92, 0.19], [0.10, 2.02, -0.67], [1.27, 1.45, -0.43], [1.88, 1.89, 0.62], [3.08, 1.49, 1.10], [3.97, 0.53, 0.61], [5.01, 0.37, 1.20], [3.52, -0.23, -0.59], [3.19, 0.46, -1.36], [2.47, -1.33, -0.31], [1.50, -1.15, -0.76], [2.34, -1.53, 0.75], [3.37, -2.36, -1.02], [3.59, -3.25, -0.45], [2.99, -2.64, -2.00], [4.49, -1.32, -1.09], [4.93, -1.14, -2.07], [5.29, -1.49, -0.37], [3.41, 1.96, 1.93], [0.96, 3.16, 1.47]],
  "mulliken_charge": [-0.646, 0.639, -0.012, 0.563, -0.322, -0.645, -0.493, -0.574, -0.467, 0.326, 0.375, 0.383, 0.378, 0.486, 0.117, -0.768, 0.362, 0.431, -0.180, 0.443, -0.393, -0.279, 0.435, -0.084, 0.121, -0.636, 0.349, 0.510, -0.635, 0.238, 0.287, -0.515, 0.278, 0.258, -0.878, 0.285, 0.287, 0.231, -0.254],
  "e_tot_ev": -47540.206,
  "relative_energy_kcal_mol": 18.62,
  "smiles": "O=C(CSc1nnc(NC(=O)C2CCC2)s1)Nc1ccccc1"
}



(2)
{
  "formula": "C4H14N5O2S",
  "method": "ωB97M-V with the def2-TZVPD basis set",
  "species": ["C", "C", "C", "C", "N", "N", "N", "N", "N", "O", "O", "S", "H", "H", "H", "H", "H", "H", "H", "H", "H", "H", "H", "H", "H", "H"],
  "positions_angstrom": [[0.16, -0.07, -2.09], [-0.04, 0.07, 0.47], [1.75, 0.40, -2.11], [-0.09, -0.74, -0.72], [-3.19, 0.72, 3.55], [-2.61, 0.52, 2.43], [-1.83, -0.37, 2.16], [1.91, 1.51, -1.15], [-0.61, -1.94, -0.55], [-1.07, -2.72, 2.06], [-0.31, -1.50, 4.00], [-1.55, -1.77, 3.30], [-0.31, 0.80, -2.34], [-0.15, -0.75, -2.88], [0.66, -0.45, 1.11], [-1.01, -0.18, 0.91], [2.42, -0.53, -1.95], [1.88, 0.68, -3.17], [0.13, 1.14, 0.28], [-3.69, 1.60, 3.75], [-3.01, 0.24, 4.48], [1.89, 2.51, -1.49], [2.69, 1.28, -0.61], [-0.67, -2.45, 0.38], [-0.82, -2.42, -1.40], [-0.57, -3.46, 2.40]],
  "mulliken_charge": [-0.845, -1.112, -0.597, 0.821, -0.379, -0.207, 0.169, -0.470, -0.270, -0.573, -0.506, 0.507, 0.390, 0.395, 0.366, 0.350, 0.361, 0.335, 0.458, 0.273, 0.235, 0.218, 0.209, 0.292, 0.241, 0.340],
  "e_tot_ev": -26744.928,
  "total_charge": 1,
  "relative_energy_kcal_mol": 9.02
}



(3)
{
  "formula": "C66H165N11",
  "method": "ωB97M-V with the def2-TZVPD basis set",
  "species": ["C", "C", "N", "C", "C", "C", "C", "H", "H", "H", "H", "H", "H", "H", "H", "H", "H", "H", "H", "H", "H", "H", "C", "C", "N", "C", "C", "C", "C", "H", "H", "H", "H", "H", "H", "H", "H", "H", "H", "H", "H", "H", "H", "H", "C", "C", "N", "C", "C", "C", "C", "H", "H", "H", "H", "H", "H", "H", "H", "H", "H", "H", "H", "H", "H", "H", "C", "C", "N", "C", "C", "C", "C", "H", "H", "H", "H", "H", "H", "H", "H", "H", "H", "H", "H", "H", "H", "H", "C", "C", "N", "C", "C", "C", "C", "H", "H", "H", "H", "H", "H", "H", "H", "H", "H", "H", "H", "H", "H", "H", "C", "C", "N", "C", "C", "C", "C", "H", "H", "H", "H", "H", "H", "H", "H", "H", "H", "H", "H", "H", "H", "H", "C", "C", "N", "C", "C", "C", "C", "H", "H", "H", "H", "H", "H", "H", "H", "H", "H", "H", "H", "H", "H", "H", "C", "C", "N", "C", "C", "C", "C", "H", "H", "H", "H", "H", "H", "H", "H", "H", "H", "H", "H", "H", "H", "H", "C", "C", "N", "C", "C", "C", "C", "H", "H", "H", "H", "H", "H", "H", "H", "H", "H", "H", "H", "H", "H", "H", "C", "C", "N", "C", "C", "C", "C", "H", "H", "H", "H", "H", "H", "H", "H", "H", "H", "H", "H", "H", "H", "H", "C", "C", "N", "C", "C", "C", "C", "H", "H", "H", "H", "H", "H", "H", "H", "H", "H", "H", "H", "H", "H", "H"],
  "positions_angstrom": [[3.65, 0.76, -4.23], [2.88, -0.36, -4.96], [2.54, -0.09, -6.34], [1.85, -1.26, -6.91], [1.62, -1.18, -8.38], [1.81, 1.15, -6.59], [0.42, 1.17, -5.94], [3.13, 1.73, -4.18], [4.64, 0.92, -4.74], [3.92, 0.38, -3.23], [3.57, -1.25, -4.99], [2.07, -0.49, -4.28], [2.47, -2.13, -6.75], [0.90, -1.52, -6.46], [0.90, -0.45, -8.71], [2.49, -1.08, -9.05], [1.20, -2.13, -8.66], [1.66, 1.40, -7.64], [2.47, 1.99, -6.25], [0.49, 1.38, -4.84], [-0.05, 0.18, -6.09], [-0.31, 1.97, -6.32], [1.76, -5.29, -1.13], [1.41, -5.10, -2.62], [2.44, -5.66, -3.49], [3.80, -5.13, -3.29], [4.10, -3.72, -3.62], [1.94, -5.54, -4.93], [2.76, -6.32, -5.93], [2.63, -4.69, -0.78], [2.01, -6.29, -1.01], [0.91, -4.87, -0.62], [0.45, -5.57, -2.80], [1.22, -4.01, -2.84], [4.07, -5.28, -2.24], [4.43, -5.82, -3.83], [5.13, -3.40, -3.42], [3.98, -3.47, -4.64], [3.56, -3.02, -3.05], [1.81, -4.51, -5.27], [0.97, -6.10, -4.95], [2.29, -6.47, -6.85], [3.04, -7.37, -5.69], [3.74, -5.85, -6.09], [2.61, 5.52, 1.25], [1.60, 5.74, 2.34], [0.21, 6.00, 1.99], [-0.53, 6.72, 3.03], [-0.29, 8.19, 3.07], [-0.45, 4.66, 1.69], [-1.98, 4.75, 1.23], [2.23, 4.73, 0.66], [3.58, 5.22, 1.64], [2.66, 6.44, 0.59], [1.60, 4.88, 3.01], [1.95, 6.62, 2.93], [-1.56, 6.57, 2.78], [-0.22, 6.35, 3.99], [-0.67, 8.68, 2.17], [-0.67, 8.68, 4.02], [0.78, 8.40, 3.12], [-0.41, 4.02, 2.72], [0.11, 4.23, 0.90], [-2.73, 4.78, 2.02], [-2.16, 4.03, 0.46], [-2.08, 5.67, 0.68], [-5.37, -0.98, 3.97], [-4.06, -0.52, 4.62], [-3.48, 0.66, 3.92], [-2.93, 0.23, 2.62], [-2.82, 1.34, 1.59], [-2.32, 1.16, 4.81], [-2.69, 1.97, 6.03], [-5.93, -0.04, 3.97], [-5.77, -1.71, 4.63], [-5.41, -1.26, 2.89], [-4.32, -0.18, 5.64], [-3.38, -1.36, 4.78], [-3.51, -0.59, 2.22], [-1.92, -0.09, 2.78], [-2.39, 2.31, 1.94], [-3.86, 1.53, 1.24], [-2.23, 0.92, 0.71], [-1.82, 0.26, 5.08], [-1.69, 1.67, 4.07], [-1.92, 2.07, 6.78], [-3.00, 2.99, 5.87], [-3.54, 1.54, 6.58], [0.91, 2.42, 5.15], [2.26, 2.33, 5.93], [2.31, 1.59, 7.22], [2.01, 0.13, 7.07], [2.83, -0.75, 6.17], [1.50, 2.14, 8.25], [1.54, 3.65, 8.26], [1.09, 2.86, 4.13], [0.19, 3.05, 5.68], [0.38, 1.43, 5.01], [3.08, 1.93, 5.41], [2.62, 3.34, 6.16], [2.14, -0.25, 8.12], [0.95, -0.11, 6.92], [3.90, -0.57, 6.22], [2.61, -1.84, 6.24], [2.58, -0.50, 5.14], [1.90, 1.87, 9.21], [0.43, 1.86, 8.27], [1.02, 4.17, 7.45], [2.52, 4.03, 8.24], [0.99, 3.86, 9.17], [-0.07, -2.54, 4.42], [0.27, -3.68, 3.43], [-0.50, -4.91, 3.58], [-0.15, -5.92, 2.66], [1.04, -6.72, 3.17], [-1.95, -4.74, 3.79], [-2.73, -4.02, 2.70], [0.31, -2.70, 5.44], [-1.19, -2.45, 4.53], [0.19, -1.53, 4.02], [0.05, -3.22, 2.44], [1.27, -4.04, 3.29], [-1.00, -6.60, 2.61], [-0.03, -5.64, 1.60], [2.05, -6.26, 3.11], [0.99, -6.85, 4.27], [1.20, -7.74, 2.78], [-2.09, -4.28, 4.77], [-2.38, -5.76, 3.84], [-2.66, -4.56, 1.73], [-2.38, -2.99, 2.36], [-3.77, -3.95, 2.96], [-1.73, -3.35, -1.03], [-2.75, -4.03, -1.98], [-2.60, -5.44, -2.14], [-3.49, -5.88, -3.17], [-3.09, -5.36, -4.61], [-2.68, -6.18, -0.90], [-4.06, -6.26, -0.17], [-1.80, -2.28, -1.28], [-0.66, -3.75, -1.29], [-1.92, -3.54, 0.08], [-3.76, -3.82, -1.72], [-2.54, -3.67, -3.01], [-3.39, -7.00, -3.14], [-4.52, -5.59, -2.95], [-2.00, -5.18, -4.60], [-3.32, -6.12, -5.36], [-3.55, -4.38, -4.85], [-1.92, -5.86, -0.24], [-2.47, -7.17, -1.19], [-4.32, -5.32, 0.33], [-3.77, -7.06, 0.52], [-4.89, -6.58, -0.79], [-1.31, 4.82, -5.17], [-0.13, 5.67, -4.62], [-0.09, 5.96, -3.19], [0.91, 6.95, -2.76], [0.45, 8.38, -3.10], [-0.01, 4.78, -2.40], [1.32, 4.00, -2.59], [-2.31, 5.02, -4.76], [-1.12, 3.77, -4.96], [-1.35, 4.93, -6.24], [0.78, 5.20, -4.98], [-0.10, 6.66, -5.22], [1.90, 6.74, -3.16], [0.99, 6.85, -1.64], [-0.50, 8.61, -2.58], [0.24, 8.41, -4.15], [1.24, 9.17, -2.80], [-0.19, 4.94, -1.31], [-0.89, 4.16, -2.62], [1.43, 3.29, -1.76], [1.37, 3.48, -3.57], [2.24, 4.60, -2.51], [4.73, 2.00, 3.30], [5.56, 1.81, 2.03], [5.03, 0.91, 0.99], [5.24, -0.47, 1.42], [6.61, -1.16, 1.17], [5.32, 1.31, -0.37], [4.46, 2.49, -0.77], [4.69, 1.01, 3.82], [3.74, 2.40, 3.06], [5.29, 2.67, 4.02], [5.50, 2.77, 1.46], [6.55, 1.49, 2.35], [5.00, -0.50, 2.51], [4.57, -1.17, 0.83], [6.61, -2.12, 1.64], [6.76, -1.42, 0.13], [7.38, -0.45, 1.62], [5.15, 0.45, -1.03], [6.37, 1.63, -0.49], [3.59, 2.62, -0.11], [4.10, 2.38, -1.78], [4.97, 3.46, -0.65], [-5.51, -0.88, -3.47], [-6.60, -0.65, -2.38], [-6.04, 0.17, -1.26], [-5.45, 1.47, -1.57], [-6.42, 2.41, -2.14], [-5.31, -0.61, -0.27], [-5.76, -2.06, 0.08], [-5.22, 0.06, -4.00], [-5.69, -1.62, -4.22], [-4.59, -1.16, -2.90], [-7.48, -0.14, -2.83], [-6.93, -1.58, -2.03], [-5.14, 1.86, -0.59], [-4.50, 1.34, -2.25], [-5.95, 3.38, -2.46], [-6.89, 1.96, -3.02], [-7.21, 2.68, -1.45], [-5.43, -0.07, 0.63], [-4.23, -0.68, -0.52], [-5.25, -2.31, 0.98], [-5.52, -2.84, -0.62], [-6.81, -2.02, 0.27], [0.86, 1.14, 1.63], [0.64, 1.06, 0.16], [0.14, -0.20, -0.32], [1.05, -1.38, -0.05], [2.33, -1.23, -0.82], [-0.11, -0.15, -1.75], [-1.45, 0.49, -2.06], [1.72, 0.48, 1.98], [0.03, 1.02, 2.30], [1.18, 2.16, 1.87], [-0.04, 1.80, -0.20], [1.55, 1.39, -0.31], [1.23, -1.40, 1.02], [0.57, -2.25, -0.32], [2.86, -2.09, -0.65], [2.20, -1.23, -1.91], [2.87, -0.32, -0.49], [-0.22, -1.16, -2.19], [0.72, 0.36, -2.27], [-1.34, 1.54, -1.96], [-2.21, 0.21, -1.35], [-1.63, 0.37, -3.16]],
  "mulliken_charge": [-0.792, 0.045, 0.074, 0.002, -1.685, -1.095, 0.092, -0.093, 0.353, -0.025, 0.205, 0.157, 0.379, 0.181, 0.372, 0.307, 0.484, 0.408, 0.425, -0.402, 0.256, 0.343, -0.573, 0.251, 0.039, -1.317, -0.363, 0.145, -1.676, 0.118, 0.681, -0.667, 0.313, -0.028, 0.451, 0.491, 0.476, 0.272, -0.078, 0.151, 0.243, 0.503, 0.347, 0.325, -0.795, -0.051, 0.321, -0.243, -1.340, 1.687, -2.409, -0.311, 0.443, 0.297, -0.151, 0.551, 0.326, 0.196, 0.308, 0.368, 0.326, -0.253, -0.763, 0.604, 0.480, 0.727, -1.562, 0.240, -0.059, 0.840, -0.711, 1.210, -1.457, 0.401, 0.488, 0.252, 0.392, -0.221, 0.058, -0.447, 0.046, -0.007, -0.108, -0.221, -0.461, 0.216, 0.341, 0.385, 1.861, -1.904, 0.133, -0.373, -0.921, -0.191, -1.487, -0.806, 0.440, -0.689, 0.217, 0.482, 0.423, 0.205, 0.380, 0.371, -0.088, 0.469, 0.282, 0.292, 0.375, 0.449, 0.209, -0.311, 0.286, 0.334, -1.563, -2.040, 1.147, 0.285, -0.635, -0.091, -0.172, 0.561, 0.399, -0.393, 0.320, 0.377, 0.417, 0.457, 0.624, -0.428, -0.625, 0.727, 2.724, -1.658, 0.566, -0.504, -1.212, -0.519, -1.181, -0.573, -1.139, -0.760, 0.403, 0.479, 0.473, 0.336, 0.171, 0.403, 0.261, -0.056, 0.688, 0.134, 0.442, 0.362, -0.906, -0.257, 0.354, -0.006, -1.244, -0.764, 0.554, 0.287, -0.094, 0.442, 0.320, 0.283, 0.295, -0.068, 0.302, 0.353, 0.347, -0.318, 0.345, -0.550, -0.188, 0.447, -0.406, -1.189, 1.097, 0.196, -1.329, -0.989, -0.490, 0.151, -0.032, 0.342, 0.365, 0.330, 0.176, -0.485, 0.469, 0.276, 0.250, 0.338, 0.462, -0.061, 0.013, 0.599, -0.632, -0.899, -0.048, 0.607, -1.567, 0.763, -2.042, 0.226, 0.513, -0.026, 0.380, 0.495, 0.077, -0.160, 0.364, 0.364, 0.349, 0.718, -0.597, 0.286, 0.373, 0.526, 0.316, -0.600, 1.459, 0.231, 0.279, 0.071, -1.227, 0.231, -0.111, -0.525, 0.464, -0.346, -0.111, -0.026, 1.296, -0.763, -0.934, 0.295, 0.040, -0.057, -0.299, 0.558],
  "e_tot_ev": -87501.259,
  "relative_energy_kcal_mol": 141.89,
  "smiles": "CCN(CC)CC.CCN(CC)CC.CCN(CC)CC.CCN(CC)CC.CCN(CC)CC.CCN(CC)CC.CCN(CC)CC.CCN(CC)CC.CCN(CC)CC.CCN(CC)CC.CCN(CC)CC"
}



We obtain LUMO level values of 0.3; -3.1; 0.6 eV for the records listed above, in that order.